Here is a molecular structure, C12H17Cl5O3Pt from the OMol25 dataset. Energies are from ωB97M-V/def2-TZVPD.

The geometry in ORCA input format:
```
! wB97M-V def2-TZVPD RIJCOSX def2/J DEFGRID3
* xyz -2 5
C 2.0656 -0.6754 -0.9811
C 2.5639 -0.8179 0.3722
C 2.4412 0.4396 1.0294
C 3.1161 -2.0410 0.9562
C 1.8887 1.3492 0.0897
C 1.6762 0.6970 -1.1400
C 1.0883 1.2278 -2.3739
C 2.0329 -1.7347 -1.9728
C 2.8047 0.6841 2.4101
C 1.5761 2.7846 0.3896
Pt -0.7492 -0.6880 0.3649
Cl 0.1228 -1.7385 2.3452
Cl -0.5744 -3.0289 0.2069
Cl -0.8828 0.5577 2.9716
H 3.0620 -2.8816 0.2557
H 2.5738 -2.3397 1.8733
H 4.1795 -1.9002 1.2541
H 2.3636 -0.0577 3.1029
H 2.4529 1.6867 2.7455
H 3.9032 0.6414 2.5693
H 1.1135 2.8801 1.3824
H 0.8750 3.1730 -0.3575
H 2.4989 3.3885 0.3691
H 0.9144 2.3082 -2.2766
H 0.1289 0.6805 -2.5471
H 1.8025 1.0871 -3.2034
H 1.6880 -2.6812 -1.5378
H 3.0335 -1.9047 -2.4159
H 1.3234 -1.4648 -2.7812
O -1.0682 -0.6061 -1.7668
H -1.9760 -0.3175 -1.9730
Cl -2.1699 3.9257 1.2926
C -2.9734 3.1326 -0.0795
Cl -2.5552 3.8604 -1.6293
C -2.5916 1.6168 -0.0611
O -3.5434 0.8840 -0.2815
O -1.3499 1.3012 0.1825
H -4.1024 3.3438 0.0812
*
```

HOMO-LUMO gap (spin up / spin down) = 0.1812 / 0.2033 Ha

Löwdin population analysis, charges in e, atoms 1 to 4: -0.216 -0.281 -0.240 -0.112

---

Here is a molecular structure, C49H127BCrF10N9O16 from the OMol25 dataset. Energies are from ωB97M-V/def2-TZVPD.

The geometry in ORCA input format:
```
! wB97M-V def2-TZVPD RIJCOSX def2/J DEFGRID3
* xyz -1 5
Cr 3.9878 1.5406 -2.2525
B 2.9319 4.5333 -3.2245
F 1.7443 4.9387 -2.6389
F 2.7928 4.9211 -4.5327
F 4.0148 5.1972 -2.6406
F 3.1179 3.1643 -3.1474
C 1.5973 1.1541 -0.0006
O 1.3623 0.0100 -0.8646
O 2.5145 1.9316 -0.7716
C 0.3170 1.8072 0.5464
F 0.4384 3.1078 0.8755
F -0.6940 1.8271 -0.2985
F -0.1300 1.2369 1.6931
C 0.6993 -1.2095 -0.3256
C 0.4013 -2.0661 -1.5305
H -0.2179 -1.4565 -2.1886
H 1.3411 -2.3082 -2.0267
H -0.0187 -2.9861 -1.1240
H -0.2899 -0.9035 0.0149
H 1.2167 -1.7706 0.4526
H 2.1520 0.7464 0.8445
C 4.8122 -1.4881 -0.8896
O 4.5305 -0.9876 0.4587
O 4.6627 -0.3471 -1.7368
C 6.1930 -2.2530 -0.9751
F 6.4595 -2.8420 -2.1812
F 7.1971 -1.3812 -0.7416
F 6.2439 -3.2408 -0.0632
C 4.0149 -1.9442 1.4538
C 3.7269 -1.2159 2.7720
H 4.4757 -0.4499 2.9740
H 2.7366 -0.7693 2.6836
H 3.5817 -1.9001 3.6079
H 4.8055 -2.6360 1.7444
H 3.1777 -2.5853 1.1775
H 4.0904 -2.2827 -1.0785
C -2.5429 -5.7131 1.0836
C -2.5406 -4.2898 1.6224
O -1.3635 -3.6326 1.2154
H -1.8313 -6.2833 1.6809
H -2.3448 -5.6934 0.0120
H -3.5646 -6.0709 1.2104
H -2.7260 -4.2460 2.6956
H -3.3512 -3.7194 1.1689
H -1.4067 -2.7593 1.6115
C -2.1611 1.6088 -3.0580
C -3.0182 1.9390 -4.2729
O -2.3646 1.4488 -5.4504
H -1.3120 2.2911 -3.0982
H -1.7715 0.5928 -2.9931
H -2.6672 1.8140 -2.1147
H -3.0528 3.0240 -4.3706
H -4.0625 1.6631 -4.1265
H -2.5650 0.5124 -5.5174
C 1.7813 2.0472 4.2067
C 2.0038 3.3869 4.8491
C 1.2610 4.5436 4.1674
O 1.5703 5.7452 4.8654
C 0.7119 6.9027 4.6077
N 1.5561 3.2661 6.2356
H 0.7641 1.7055 4.3981
H 2.4731 1.3869 4.7298
H 1.9175 2.0995 3.1265
H 3.0770 3.5738 4.8855
H 0.1834 4.3958 4.2384
H 1.4447 4.4694 3.0956
H 0.9777 7.2870 3.6229
H 0.8995 7.6701 5.3586
H -0.3690 6.7994 4.5128
H 2.3445 2.9768 6.7967
H 1.3091 4.1633 6.6280
C -0.0178 -6.4058 -1.6118
C 0.4491 -7.8192 -1.2956
C -0.4591 -8.5246 -0.2499
O 0.0649 -9.8358 0.0012
C -0.8253 -10.7526 0.5599
N 0.4496 -8.5224 -2.5311
H 0.0128 -5.7555 -0.7376
H -1.0533 -6.3912 -1.9517
H 0.6334 -5.8390 -2.2773
H 1.4691 -7.8382 -0.9118
H -1.4730 -8.5094 -0.6496
H -0.4432 -8.0090 0.7104
H -0.3021 -11.6916 0.7405
H -1.6575 -10.8841 -0.1317
H -1.1186 -10.4945 1.5775
H 0.2649 -9.4947 -2.3296
H -0.4205 -8.2346 -2.9557
C -1.6445 4.8574 -1.2529
C -0.9908 6.0138 -0.4665
C -1.5825 6.2570 0.9293
O -2.9937 6.6769 0.7911
C -3.5491 7.1723 2.0053
N 0.4195 5.7783 -0.3844
H -1.7937 3.9436 -0.6777
H -1.1156 4.5944 -2.1689
H -2.6791 5.1350 -1.4545
H -1.1218 6.9098 -1.0731
H -1.0154 6.9621 1.5369
H -1.5754 5.2737 1.3996
H -4.5729 7.4544 1.7599
H -2.9742 8.0605 2.2672
H -3.5323 6.5106 2.8713
H 0.5066 4.8430 -0.0130
H 0.7950 5.6332 -1.3107
C -0.3475 -1.8582 4.0248
C -1.7543 -1.3703 3.7077
C -2.2665 -0.1637 4.4938
O -2.3468 -0.2684 5.9160
C -3.5987 -0.8431 6.3262
N -1.8064 -1.1049 2.2856
H -0.2745 -2.2260 5.0483
H 0.3389 -1.0489 3.7759
H -0.0037 -2.6579 3.3687
H -2.4224 -2.2004 3.9369
H -3.2541 0.0254 4.0732
H -1.5446 0.6195 4.2622
H -4.4449 -0.1564 6.3082
H -3.4585 -1.1812 7.3530
H -3.9591 -1.7127 5.7767
H -1.2723 -0.2689 2.0960
H -2.7492 -0.8818 2.0001
C -5.9149 -1.4419 3.6955
C -6.2070 -0.1147 3.0463
C -5.7890 -0.0960 1.5285
O -4.3506 -0.4008 1.3301
C -4.0543 -0.6387 -0.0512
N -7.6123 0.1675 3.2795
H -4.8535 -1.6878 3.6614
H -6.4538 -2.2353 3.1776
H -6.2395 -1.4274 4.7359
H -5.7328 0.6943 3.6019
H -6.1313 0.8353 1.0774
H -6.4064 -0.8615 1.0583
H -3.0181 -0.9758 -0.0770
H -4.2349 0.2061 -0.7159
H -4.6179 -1.4609 -0.4921
H -7.7237 1.1697 3.3365
H -7.8106 -0.0796 4.2385
C 3.4134 -3.0269 -4.5152
C 3.3295 -2.3046 -5.8243
C 2.8995 -3.2375 -7.0029
O 3.9256 -4.1426 -7.3464
C 5.1911 -3.5554 -7.8177
N 2.2804 -1.3148 -5.6220
H 2.4226 -3.2555 -4.1228
H 4.0225 -2.5435 -3.7514
H 3.9945 -3.9338 -4.6823
H 4.2990 -1.8431 -6.0119
H 2.6905 -2.6757 -7.9134
H 1.9812 -3.7489 -6.7141
H 5.9262 -4.3225 -8.0613
H 5.6159 -2.8593 -7.0946
H 5.0715 -3.0418 -8.7716
H 2.1573 -0.7255 -6.4330
H 1.3990 -1.8071 -5.6527
C 7.0326 1.8169 0.1954
C 5.7538 2.7171 0.0699
C 6.0395 4.0882 0.7260
O 5.0121 5.0436 0.5206
C 3.8451 4.8047 1.3066
N 5.3679 2.8794 -1.3067
H 6.7570 0.8145 -0.1324
H 7.2741 1.7345 1.2551
H 7.8806 2.2283 -0.3522
H 4.9744 2.2044 0.6337
H 6.9201 4.5149 0.2459
H 6.3524 4.0180 1.7678
H 3.1509 5.6169 1.0911
H 4.1181 4.9772 2.3477
H 3.4051 3.8090 1.2508
H 6.2301 3.0850 -1.7909
H 5.0689 3.8433 -1.2675
C -3.9997 3.7725 5.9706
C -2.7201 3.0470 5.5595
C -2.4518 3.3124 4.0816
O -3.4398 2.6830 3.3272
C -3.1869 2.8688 1.9506
N -1.6442 3.4929 6.4297
H -4.8047 3.3422 5.3749
H -4.0531 4.8535 5.8421
H -4.1611 3.5281 7.0205
H -2.8416 1.9703 5.6781
H -1.4271 3.0465 3.8219
H -2.5129 4.3784 3.8625
H -2.2214 2.5181 1.5859
H -3.2548 3.9353 1.7363
H -3.8536 2.2384 1.3621
H -0.7564 3.2070 6.0421
H -1.7368 2.9025 7.2440
C -2.2785 -2.1050 -7.4311
C -2.3272 -2.2808 -5.9335
C -1.0414 -1.9332 -5.2047
O 0.0221 -2.8840 -5.3810
C -0.2615 -4.1376 -4.7791
N -3.3755 -1.3571 -5.4700
H -2.0377 -1.0739 -7.6899
H -3.2184 -2.5004 -7.8163
H -1.5132 -2.7741 -7.8244
H -2.5849 -3.3165 -5.7124
H -1.1591 -1.7752 -4.1326
H -0.8034 -0.9242 -5.5413
H -0.9871 -4.6181 -5.4354
H -0.6224 -4.0400 -3.7552
H 0.6537 -4.7261 -4.8441
H -3.7983 -1.7517 -4.6420
H -4.0775 -1.4395 -6.1915
C 1.3270 1.0946 -3.9131
O 2.6162 0.6251 -3.6670
H 1.4375 1.8943 -4.6454
H 0.7286 0.3355 -4.4170
H 0.8096 1.4369 -3.0169
H 2.6706 -0.1295 -4.2579
*
```

HOMO-LUMO gap (spin up / spin down) = 0.2250 / 0.2741 Ha

Löwdin population analysis, charges in e, atoms 1 to 4: 0.898 -1.319 0.130 0.145

---

Here is a molecular structure, C36H32ClP2Yb from the OMol25 dataset. Energies are from ωB97M-V/def2-TZVPD.

The geometry in ORCA input format:
```
! wB97M-V def2-TZVPD RIJCOSX def2/J DEFGRID3
* xyz 2 2
Yb 1.3624 0.7686 1.6609
Cl 1.4562 2.3098 3.4182
P 1.1014 0.8781 -1.3812
C -0.2719 0.1112 -2.3415
C -0.1031 -0.7009 -3.4777
C -1.2228 -1.2827 -4.1054
C -2.4992 -1.1107 -3.5644
C -2.6708 -0.3803 -2.3857
C -1.5594 0.2172 -1.7802
C 0.8782 2.6682 -1.7512
C 1.7124 3.5758 -1.0536
C 1.5433 4.9575 -1.2009
C 0.5311 5.4518 -2.0365
C -0.3297 4.5745 -2.7096
C -0.1572 3.1868 -2.5575
C 2.6784 0.5298 -2.2658
C 3.7560 0.0329 -1.5086
C 5.0018 -0.1964 -2.1118
C 5.1780 0.0791 -3.4723
C 4.1264 0.6001 -4.2356
C 2.8784 0.8321 -3.6257
H 2.4974 3.1868 -0.3947
H 2.2199 5.6443 -0.6777
H 0.4231 6.5293 -2.1662
H -1.1194 4.9643 -3.3642
H -0.8414 2.5096 -3.0702
H 0.8878 -0.8720 -3.8891
H -1.1035 -1.8504 -5.0326
H -3.3824 -1.5340 -4.0537
H -3.6599 -0.2558 -1.9367
H -1.7006 0.7506 -0.8457
H 3.6315 -0.1605 -0.4438
H 5.8282 -0.5920 -1.5155
H 6.1481 -0.1233 -3.9362
H 4.2691 0.8190 -5.3007
H 2.0731 1.2605 -4.2226
H 0.9841 -5.5912 -5.2593
H 1.7331 -5.5581 -5.2267
C -2.9386 2.5293 3.7309
C -2.3431 2.7847 2.4891
C -1.6993 1.7688 1.7811
C -1.6295 0.4745 2.3526
C -2.2667 0.2172 3.5782
C -2.9022 1.2385 4.2797
P -0.8692 -0.9236 1.3917
C 0.6252 -1.4658 2.3740
C 1.8367 -1.7262 1.6571
C 3.0013 -1.9832 2.3785
C 2.9886 -1.9879 3.7723
C 1.8162 -1.6756 4.4686
C 0.6500 -1.3765 3.7692
C -2.1335 -2.1825 1.6534
C -1.8887 -3.3116 2.4491
C -2.9597 -4.1159 2.8299
C -4.2596 -3.8105 2.3855
C -4.4941 -2.6945 1.5694
C -3.4344 -1.8818 1.1946
H -3.4335 3.3262 4.2753
H -2.3706 3.7910 2.0539
H -1.2561 1.9593 0.7926
H -2.2846 -0.8115 3.9609
H -3.3647 1.0133 5.2414
H 1.8232 -1.7673 0.5600
H 3.9210 -2.2584 1.8475
H 3.8818 -2.2656 4.3324
H 1.8045 -1.6754 5.5575
H -0.2559 -1.0750 4.3039
H -0.8722 -3.4963 2.8074
H -2.7768 -4.9734 3.4777
H -5.0901 -4.4485 2.6715
H -5.5062 -2.4476 1.2297
H -3.5974 -0.9776 0.6052
*
```

HOMO-LUMO gap (spin up / spin down) = 0.2576 / 0.2081 Ha

Löwdin population analysis, charges in e, atoms 1 to 4: 1.275 -0.025 1.006 -0.378

---

Here is C5H7FO in the gas phase from the OMol25 dataset. Energies are from ωB97M-V/def2-TZVPD.

The geometry in ORCA input format:
```
! wB97M-V def2-TZVPD RIJCOSX def2/J DEFGRID3
* xyz 0 1
C 1.1788 -0.9377 -0.7860
C 0.9226 -1.7976 0.4098
C 0.7169 -0.3238 0.5286
C -0.9770 1.2067 -0.0959
C -2.1183 1.8378 0.1219
H 0.4784 -0.9284 -1.6224
H 0.0551 -2.4496 0.3175
H 1.8129 -2.2295 0.8854
H 1.4274 0.3367 1.0879
H -0.2270 1.5886 -0.8075
H -2.8355 1.5747 0.9087
H -2.3043 2.8372 -0.2834
O -0.6309 0.0123 0.4506
F 2.5009 -0.7275 -1.1151
*
```

relative energy (zero: lowest compared OMol25 entry of this formula, charge and spin) = 40.0 kcal/mol
HOMO-LUMO gap = 0.3790 Ha
structure (SMILES) = C=CO[C@H]1C[C@@H]1F

Löwdin population analysis, charges in e, atoms 1 to 4: -0.251 -0.025 -0.260 -0.235

---

Here is C5H11NO in the gas phase from the OMol25 dataset. Energies are from ωB97M-V/def2-TZVPD.

The geometry in ORCA input format:
```
! wB97M-V def2-TZVPD RIJCOSX def2/J DEFGRID3
* xyz 0 1
C 0.6275 0.2068 0.2527
C 0.9959 1.4287 -0.5480
C -1.5571 -0.3603 -1.1892
C -0.6247 -0.6124 -0.0475
N 1.7568 -0.5213 0.8318
C -0.6768 0.2882 1.1332
O -0.4914 -2.0519 0.2480
H 0.3448 -2.4916 0.0161
H 2.2839 0.0666 1.4761
H 1.4009 -1.3381 1.3405
H 2.0516 1.4150 -0.8397
H 0.8290 2.3360 0.0411
H 0.4193 1.5309 -1.4699
H -1.2911 -0.9896 -2.0435
H -1.5694 0.6816 -1.5178
H -2.5791 -0.6140 -0.8891
H -1.3098 1.1666 1.0796
H -0.6103 -0.1413 2.1256
*
```

relative energy (zero: lowest compared OMol25 entry of this formula, charge and spin) = 43.4 kcal/mol
HOMO-LUMO gap = 0.3532 Ha
structure (SMILES) = C[C@]1(O)C[C@@]1(C)N

Löwdin population analysis, charges in e, atoms 1 to 4: -0.442 -0.032 -0.020 -0.465

---

no.,F_max (Eh/bohr)
1,0.0729
2,0.0955
3,0.0293
4,0.0300
5,0.0441